{"formula": "C11H17IrN10OSe4", "method": "wB97M-V/def2-TZVPD", "total_charge": 1, "s_squared": 0.7559, "multiplicity": 2, "e_above_lowest_kcal_mol": 0.0, "homo_energy_ev": [-10.62, -10.63], "fmax_ev_per_a": 0.267, "total_energy_ev": -292853.812, "species": ["H", "C", "C", "H", "C", "N", "Se", "C", "C", "H", "N", "H", "Se", "N", "C", "C", "H", "H", "N", "H", "H", "H", "H", "H", "H", "N", "N", "C", "H", "H", "N", "O", "C", "Se", "C", "H", "H", "Se", "H", "C", "N", "N", "N", "Ir"], "positions_angstrom": [[3.47350, 0.19685, 1.27091], [-3.26055, -1.33275, -0.59511], [-0.89825, 1.23767, -1.28985], [-2.15271, 1.14550, -2.88369], [3.52261, 3.11648, -0.12659], [-1.71508, 1.77539, -2.22857], [-0.14371, 2.41089, 5.02724], [-2.98501, -0.39528, 0.42698], [0.23491, -0.94091, -0.91443], [-1.34922, -2.23339, 2.58811], [2.05569, 1.72466, 0.80044], [-0.16515, -3.47736, -3.00952], [1.50234, -0.18523, 3.32268], [-1.88499, -2.04646, 1.75570], [2.21487, 2.95376, 0.19560], [-0.22314, -2.40906, -2.82999], [-1.28265, -2.14677, -2.83653], [1.21800, -4.02869, -1.48106], [0.37481, -2.13043, -1.52275], [-2.34244, 2.49544, -1.89468], [0.80209, -1.57459, 0.83222], [5.14013, 1.77758, 0.21871], [0.31680, -1.90702, -3.63741], [-2.52857, -2.75277, 1.43728], [-1.34075, 2.53661, 0.03973], [-0.68224, 1.78684, -0.14327], [-3.76653, 2.03884, 0.18655], [-2.11621, -0.74212, 1.48117], [-0.42911, -0.16413, -2.66367], [1.38737, 3.62175, 0.04079], [0.57585, -0.73201, 0.32394], [-1.50900, 0.12942, 2.19526], [1.02277, -3.21242, -0.79367], [-0.14505, 2.92898, 2.82839], [-3.42429, 0.94076, 0.28663], [1.97943, -2.88146, -0.38569], [0.39238, -3.58562, 0.01789], [0.01457, 0.09772, 5.07192], [4.04449, 3.92897, -0.59787], [3.24478, 1.15820, 0.84473], [-0.26908, 0.07658, -1.69974], [4.15548, 1.97200, 0.29057], [-3.36288, -2.11303, -1.44165], [0.30373, 0.94062, 1.49230]]}